[1]
Entry from OMol25: NO3Rb as an isolated structure (ωB97M-V with the def2-TZVPD basis set).

Positions of all 5 atoms, in Å:
Rb 0.2698 -1.2071 -2.4299
N -0.0642 0.3115 0.6267
O -0.4738 0.6854 1.7118
O -0.1559 1.0573 -0.3925
O 0.4241 -0.8471 0.4838

frontier orbital gap: 7.257 eV
electronic energy: -304.4621 Eh
energy above the lowest of the compared OMol25 structures with the same formula, charge and spin: 0.0000 eV
multiplicity: 1
HOMO energy: -0.305 Eh
maximum force: 0.9 eV/A

---

[2]
Entry from OMol25: an isolated ion of composition C3H7BrNO and charge +1 (ωB97M-V with the def2-TZVPD basis set).

Positions of all 13 atoms, in Å:
C -0.0337 0.1388 -0.7671
C -0.3259 -1.2320 -0.2013
C 1.7319 0.0321 0.8102
N 0.6086 0.8221 0.3067
O 0.7065 -1.7477 0.5172
Br 3.1513 -0.0635 -0.4112
H 0.6518 0.1580 -1.5248
H -1.0186 0.6964 -1.2040
H -1.2698 -1.4431 0.4450
H -0.5063 -1.9662 -0.9326
H 2.0823 -0.2393 1.7727
H 0.9696 1.8095 0.0291
H -0.0207 0.9060 1.1575

frontier orbital gap (spin up / spin down): 8.625 / 8.626 eV
electronic energy: -2822.0983 Eh
energy above the lowest of the compared OMol25 structures with the same formula, charge and spin: 4.2208 eV
multiplicity: 1
HOMO energy (spin up / spin down): -0.518 / -0.518 Eh
total charge: +1
maximum force: 5.4 eV/A